This record from the OMol25 dataset describes a structure of composition C15H40IN12O28S2. The level of theory is wB97M-V/def2-TZVPD.

```
98
Properties=species:S:1:pos:R:3
C -0.6946 -2.6701 2.0293
C 0.5843 -1.6877 1.9250
O 1.8347 -2.4408 1.9215
S 2.8341 -1.9394 0.6579
O 4.2074 -2.4702 1.0106
O 2.2922 -2.5880 -0.5760
N 2.8978 -0.2415 0.6131
S 3.4074 0.3213 -0.8952
O 4.1968 -0.6569 -1.7106
O 2.2014 0.8310 -1.6622
C 4.5052 1.8165 -0.6622
C 3.6423 3.0404 -0.1411
O 3.5068 4.0678 -0.8386
I 2.6579 2.9547 1.8218
H -0.4079 -3.4939 2.7628
H -1.5942 -2.1355 2.4980
H -1.0288 -3.0610 1.0224
H 0.4638 -1.0139 1.0212
H 0.5776 -1.0690 2.8871
H 5.3552 1.5303 0.0349
H 4.9733 2.1474 -1.6455
C -3.7256 0.0442 0.3567
N -2.5549 -0.3686 1.1740
O -1.4683 -0.3747 0.6330
O -2.7738 -0.6754 2.3381
H -3.3854 0.2859 -0.6486
H -4.4228 -0.7909 0.3371
H -4.1650 0.9120 0.8315
C -4.3755 -2.6824 5.7223
N -4.1709 -2.9043 4.2683
O -5.1482 -2.8200 3.5449
O -3.0395 -3.1541 3.9086
H -5.4274 -2.4703 5.8993
H -4.0725 -3.5918 6.2386
H -3.7560 -1.8366 6.0153
C -3.1539 -2.5326 -3.3122
N -3.4298 -1.3463 -2.4633
O -4.5975 -1.0462 -2.2775
O -2.4623 -0.7592 -2.0144
H -4.1001 -2.9550 -3.6423
H -2.5640 -2.1969 -4.1639
H -2.6026 -3.2501 -2.7062
C 1.6840 -5.3938 4.6854
N 0.3607 -5.8782 5.1602
O -0.5984 -5.1567 4.9692
O 0.3349 -6.9671 5.7075
H 1.5549 -4.4182 4.2213
H 2.3385 -5.3254 5.5526
H 2.0586 -6.1174 3.9638
C -7.9515 1.4844 2.4069
N -6.6838 1.4573 1.6328
O -6.5481 2.2846 0.7501
O -5.8711 0.6061 1.9396
H -8.5767 2.2889 2.0265
H -8.4384 0.5201 2.2725
H -7.6946 1.6552 3.4508
C -2.7450 -6.9906 -3.2254
N -3.0232 -5.8037 -2.3765
O -4.1901 -5.5076 -2.1931
O -2.0563 -5.2129 -1.9257
H -3.6908 -7.4144 -3.5548
H -2.1551 -6.6545 -4.0764
H -2.1919 -7.7054 -2.6187
C 4.4667 7.1365 -0.0226
N 4.1892 8.3277 0.8217
O 3.0227 8.6277 1.0044
O 5.1515 8.9205 1.2715
H 3.5208 6.7134 -0.3516
H 5.0569 7.4712 -0.8739
H 5.0183 6.4198 0.5828
C 5.3184 -2.7012 -3.4702
N 5.5790 -2.9319 -4.9156
O 4.6627 -3.3690 -5.5896
O 6.6951 -2.6663 -5.3244
H 4.2909 -2.9795 -3.2490
H 6.0150 -3.3211 -2.9085
H 5.4815 -1.6448 -3.2711
C 3.0601 0.0524 -4.6240
N 3.0896 0.3597 -6.0780
O 4.1729 0.6063 -6.5789
O 2.0242 0.3428 -6.6665
H 4.0729 0.1034 -4.2337
H 2.4251 0.7940 -4.1437
H 2.6531 -0.9508 -4.5085
C 0.0159 2.5732 -2.8766
N 0.0433 2.8836 -4.3299
O 1.1253 3.1287 -4.8312
O -1.0239 2.8707 -4.9172
H 1.0298 2.6211 -2.4876
H -0.6180 3.3163 -2.3950
H -0.3930 1.5706 -2.7619
C 0.6315 9.4072 3.3450
N 0.1479 8.5568 4.4636
O 0.9581 7.8292 5.0054
O -1.0299 8.6514 4.7573
H 1.6920 9.2204 3.1943
H 0.0629 9.1365 2.4571
H 0.4584 10.4451 3.6240
```

Its energy is -4452.3299 Ha. The spin multiplicity is 1. The total charge is -1. The HOMO energy is -6.45 eV. For the frontier orbital gap, the calculation gives 7.84 eV.